No. 1
ORCA calculation (wB97M-V/def2-TZVPD) on the ion C4H9N2S with charge +1 in a non-equilibrium geometry.

Last column: Löwdin charge in e.
Geometry (Å):
C1 -0.99464 -0.74793 -0.60770  -0.5136
C2 0.09825 1.31468 0.95432  -0.0513
C3 0.82291 1.25031 -0.36198  -0.0576
C4 0.41149 -0.02192 0.43010  -0.3943
N1 -2.01954 -0.02512 -0.92885  0.1758
N2 1.30536 -1.04886 0.66560  0.0117
S1 -0.74293 -2.36498 -1.01964  0.9423
H1 0.59979 1.59899 1.86214  0.1297
H2 -0.95711 1.36953 0.66746  0.0961
H3 0.33743 1.73003 -1.13565  0.0778
H4 1.90673 1.52492 -0.41536  0.1343
H5 -2.17778 0.73414 -0.38439  0.0800
H6 -2.72018 -0.44317 -1.41863  0.1002
H7 0.42972 -2.59484 -0.24990  -0.0405
H8 1.44541 -1.22970 1.72767  0.1656
H9 2.25510 -1.04608 0.21480  0.1437

Results
HOMO energy, eV: -14.24
Electronic energy, Ha: -665.1586
Net charge: +1
ΔE to the lowest compared entry with this formula, charge and spin, kJ/mol: 351.02
Orbital gap, eV: 10.34



No. 2
ORCA calculation (wB97M-V/def2-TZVPD) on an isolated molecule of C4H9N3 in a non-equilibrium geometry.

Last column: Löwdin charge in e.
Geometry (Å):
C1 1.71185 -0.28863 -0.84460  -0.0622
C2 0.99830 0.31655 0.32673  -0.4119
C3 -0.14591 -0.41217 0.96738  -0.1800
C4 -1.35177 -0.67468 0.03466  -0.2886
N1 -2.03592 0.50844 -0.45178  -0.0043
N2 1.53624 1.64002 0.95019  0.0784
N3 0.71213 1.90441 0.13197  0.0916
H1 1.03784 -0.45458 -1.69534  0.0771
H2 2.10734 -1.25961 -0.53653  0.0799
H3 2.55091 0.33860 -1.15799  0.0779
H4 -0.47730 0.14004 1.85332  0.1097
H5 0.25510 -1.37525 1.30664  0.1111
H6 -1.01856 -1.25346 -0.83148  0.1005
H7 -2.08000 -1.28946 0.57424  0.1076
H8 -2.40386 1.04420 0.32359  0.0646
H9 -1.39638 1.11556 -0.95101  0.0485

Results
SMILES: CC1(CCN)N=N1
HOMO energy, eV: -8.81
Electronic energy, Ha: -321.9970
ΔE to the lowest compared entry with this formula, charge and spin, kJ/mol: 245.18
Orbital gap, eV: 9.83



No. 3
ORCA calculation (wB97M-V/def2-TZVPD) on an isolated molecule of C4H9N3 in a non-equilibrium geometry.

Last column: Löwdin charge in e.
Geometry (Å):
H1 -1.94699 -0.27204 -1.08708  0.0283
N1 -1.65683 0.69864 -1.17142  0.0741
C1 -0.33181 0.84462 -1.12259  -0.4616
N2 0.25565 1.77761 -1.93360  0.1191
C2 0.31835 0.26295 0.03893  -0.3175
N3 1.71041 0.24463 0.13489  0.1060
C3 -0.60858 -0.41567 0.81091  -0.1201
C4 -0.28973 -1.64951 1.60254  -0.1092
H2 0.94908 2.36058 -1.48141  0.0906
H3 -0.42621 2.30649 -2.46217  0.0940
H4 2.07113 -0.34197 0.87644  0.0856
H5 2.15840 0.05115 -0.75706  0.0938
H6 -1.54480 0.04383 1.11135  0.1016
H7 -1.20657 -2.21113 1.80541  0.0715
H8 0.15276 -1.39009 2.57010  0.0727
H9 0.39574 -2.31008 1.06477  0.0713

Results
SMILES: [H]/N=C(N)\C(N)=C\C
HOMO energy, eV: -8.08
Electronic energy, Ha: -322.0191
ΔE to the lowest compared entry with this formula, charge and spin, kJ/mol: 186.96
Orbital gap, eV: 8.85



No. 4
ORCA calculation (wB97M-V/def2-TZVPD) on an isolated molecule of C4H9N3.

Last column: Löwdin charge in e.
Geometry (Å):
C1 -1.37078 0.83480 1.31029  -0.0429
C2 -0.29289 0.19480 0.50495  -0.3127
C3 -0.26060 -0.17577 -0.76989  -0.3682
N1 -1.27213 -0.25712 -1.73299  0.1010
N2 1.04203 -0.60528 -1.15057  0.0198
C4 1.81991 -0.64018 0.08551  -0.2152
N3 0.95846 -0.10591 1.14026  0.0005
H1 -1.53375 0.27377 2.23178  0.0761
H2 -2.30185 0.85887 0.74244  0.0670
H3 -1.09658 1.85889 1.58237  0.0742
H4 -0.91161 -0.11847 -2.66849  0.0815
H5 -2.03560 0.38178 -1.54259  0.0791
H6 1.04494 -1.47972 -1.65905  0.1134
H7 2.74179 -0.04930 -0.04366  0.1097
H8 2.11330 -1.66927 0.35734  0.1097
H9 1.35535 0.69811 1.61230  0.1070

Results
SMILES: CC1=C(N)NCN1
HOMO energy, eV: -6.54
Electronic energy, Ha: -322.0541
ΔE to the lowest compared entry with this formula, charge and spin, kJ/mol: 95.28
Orbital gap, eV: 7.59